{"formula": "C47H53CeN10S3SbSe", "method": "ωB97M-V/def2-TZVPD", "homo_lumo_gap_ev": [5.64, 5.64], "homo_energy_ev": [-12.020, -12.020], "charge": 2, "elements": ["Ce", "C", "S", "C", "S", "N", "N", "C", "C", "C", "C", "C", "C", "N", "H", "H", "H", "H", "H", "H", "H", "H", "C", "N", "C", "C", "N", "C", "C", "C", "C", "C", "C", "C", "C", "C", "N", "C", "N", "C", "C", "N", "C", "C", "C", "N", "C", "C", "H", "H", "H", "H", "H", "H", "H", "H", "H", "H", "H", "H", "H", "H", "H", "H", "H", "H", "H", "H", "H", "H", "H", "H", "H", "H", "H", "H", "H", "H", "S", "Sb", "C", "C", "C", "C", "C", "C", "C", "C", "C", "C", "C", "C", "C", "C", "C", "C", "C", "C", "H", "H", "H", "H", "H", "H", "H", "H", "H", "H", "H", "H", "H", "H", "H", "Se", "C", "N"], "coordinates": [[-21.415, 2.814, -2.564], [-17.539, 3.882, 1.727], [-17.512, 5.050, 0.396], [-18.751, 4.555, -0.728], [-19.995, 3.315, -0.285], [-18.793, 5.231, -1.799], [-19.875, 4.928, -2.657], [-19.739, 5.619, -3.769], [-20.718, 5.397, -4.820], [-20.868, 6.313, -5.862], [-21.677, 5.975, -6.922], [-22.334, 4.759, -6.919], [-22.238, 3.964, -5.773], [-21.436, 4.272, -4.756], [-16.990, 4.321, 2.595], [-17.104, 2.856, 1.502], [-18.605, 3.730, 2.039], [-18.881, 6.284, -3.899], [-20.294, 7.213, -5.981], [-21.774, 6.700, -7.706], [-22.922, 4.417, -7.773], [-22.792, 3.039, -5.793], [-22.162, 6.189, -1.214], [-22.878, 5.295, -2.198], [-23.331, 6.105, -3.343], [-23.809, 4.459, -1.618], [-23.230, 3.477, -1.014], [-23.973, 2.814, 0.023], [-24.543, 3.572, 1.022], [-25.319, 2.948, 2.000], [-25.642, 1.641, 1.853], [-25.041, 0.833, 0.899], [-25.380, -0.528, 0.809], [-24.721, -1.439, -0.053], [-23.660, -0.854, -0.845], [-23.244, 0.466, -0.761], [-22.016, 0.813, -1.335], [-20.952, 0.208, -0.702], [-19.934, -0.177, -1.526], [-20.169, -1.102, -2.599], [-18.507, -0.131, -1.047], [-20.789, 0.002, 0.607], [-20.344, -1.215, 1.192], [-21.438, 0.878, 1.621], [-24.096, 1.372, -0.004], [-25.117, 4.761, -1.674], [-26.156, 3.751, -1.751], [-25.714, 6.139, -1.441], [-21.408, 6.723, -1.739], [-21.720, 5.636, -0.399], [-22.915, 6.921, -0.945], [-22.414, 6.522, -3.823], [-23.873, 6.909, -2.959], [-23.904, 5.562, -4.074], [-24.354, 4.623, 1.111], [-25.711, 3.543, 2.799], [-26.192, 1.113, 2.629], [-26.158, -0.885, 1.470], [-25.008, -2.473, -0.150], [-23.150, -1.503, -1.555], [-19.580, -0.786, -3.479], [-19.783, -2.035, -2.246], [-21.228, -1.120, -2.852], [-18.097, -0.944, -0.446], [-18.374, 0.781, -0.498], [-17.968, 0.017, -2.009], [-20.224, -1.941, 0.399], [-21.152, -1.570, 1.877], [-19.443, -1.046, 1.740], [-21.679, 1.855, 1.204], [-20.674, 1.161, 2.359], [-22.339, 0.384, 2.012], [-25.776, 2.769, -1.945], [-26.878, 4.050, -2.565], [-26.841, 3.696, -0.858], [-24.925, 6.853, -1.225], [-26.347, 5.985, -0.592], [-26.286, 6.383, -2.333], [-19.078, 2.006, -3.815], [-17.903, 2.881, -5.565], [-17.175, 4.763, -5.017], [-16.531, 4.860, -3.768], [-15.942, 6.043, -3.440], [-16.038, 7.144, -4.276], [-16.749, 7.052, -5.467], [-17.369, 5.859, -5.823], [-16.320, 1.493, -5.706], [-16.684, 0.226, -6.139], [-15.775, -0.800, -6.234], [-14.486, -0.538, -5.729], [-14.115, 0.719, -5.237], [-15.018, 1.789, -5.277], [-19.151, 2.722, -7.300], [-20.165, 1.758, -7.245], [-21.027, 1.549, -8.316], [-20.813, 2.273, -9.500], [-19.827, 3.209, -9.531], [-18.975, 3.475, -8.424], [-16.575, 4.032, -3.090], [-15.447, 6.143, -2.490], [-15.555, 8.065, -3.968], [-16.936, 7.916, -6.117], [-17.845, 5.791, -6.780], [-17.716, -0.021, -6.467], [-15.980, -1.780, -6.635], [-13.723, -1.268, -5.685], [-13.067, 0.849, -4.954], [-14.691, 2.743, -4.937], [-20.253, 1.141, -6.353], [-21.832, 0.807, -8.281], [-21.496, 2.308, -10.326], [-19.650, 3.733, -10.436], [-18.128, 4.149, -8.589], [-23.985, 1.878, -3.831], [-22.801, 0.775, -4.670], [-22.122, 0.003, -5.264]], "forces_ev_per_angstrom": [[-0.5, 0.3, 0.5], [-0.7, -1.7, 1.1], [0.5, 0.4, -0.5], [-1.3, -1.4, 1.2], [0.9, 0.5, -0.2], [-0.7, 0.4, -1.2], [1.8, 1.2, -1.4], [-0.5, -1.1, 2.0], [0.5, 0.8, -0.7], [0.5, -0.8, -0.1], [-0.4, -0.1, 0.0], [-0.2, 0.0, 0.1], [0.3, 0.4, -1.4], [-0.4, -0.8, 0.2], [-0.4, -0.2, -0.8], [-0.4, 1.4, 0.0], [1.0, 0.1, -0.1], [-0.5, 0.1, 0.2], [0.3, 0.3, 0.6], [-0.1, 0.0, -0.5], [0.1, 0.1, 0.4], [0.2, 0.0, 0.4], [-1.1, -0.4, -0.8], [1.1, 0.7, -1.0], [2.0, -0.2, -0.1], [-0.5, 0.9, 0.7], [-0.2, -1.7, 0.7], [0.6, -0.6, -0.5], [0.4, -0.7, -0.3], [-0.3, 0.3, -0.2], [-0.2, -0.3, 1.6], [0.4, -0.6, -1.6], [0.7, -2.5, -0.7], [-0.1, 3.5, 0.4], [-0.4, -0.8, 0.4], [-2.4, -0.3, 0.9], [1.6, 0.3, 0.7], [0.0, 0.1, -1.3], [0.9, 0.5, 1.7], [0.2, 0.6, -1.0], [-0.7, 0.6, -1.5], [-1.7, 2.3, 0.5], [-0.7, -1.0, -0.1], [0.4, 0.3, -0.7], [0.9, 0.9, 0.0], [-0.8, 0.6, -0.1], [-2.1, 0.6, 0.1], [1.3, -1.7, -0.9], [0.7, 0.3, -0.4], [-0.2, -0.1, 0.2], [0.1, 0.2, 0.8], [-1.0, -0.3, 0.4], [-1.1, 1.5, 0.2], [-0.2, -0.4, -0.1], [0.1, 0.4, -0.2], [-0.2, 0.1, 0.4], [-0.3, 0.3, -0.2], [0.0, -0.1, 0.0], [0.0, 0.0, 0.0], [0.2, 0.1, 0.3], [-0.4, -0.2, 0.2], [-0.1, -1.0, -0.2], [0.2, -0.2, -0.1], [-0.4, -0.4, -0.3], [-0.1, 0.5, 0.4], [0.1, -0.4, 0.8], [0.3, -0.4, 0.1], [0.7, 0.1, -0.4], [0.7, -0.2, 0.5], [-0.3, -0.3, -0.3], [-0.3, -0.7, 0.2], [0.4, 0.3, 0.2], [0.3, -0.5, -0.1], [0.9, -0.4, 0.4], [1.1, 0.1, -0.4], [-0.3, 0.1, 0.0], [-0.5, 0.3, 0.5], [-0.1, 0.4, 0.1], [-0.3, -0.4, 0.6], [0.0, -0.5, -0.5], [-0.2, -0.7, 0.5], [-0.7, -0.6, -1.3], [0.3, 0.7, 0.6], [0.0, 0.2, -0.3], [-0.7, 0.7, -0.1], [1.3, 0.3, -0.3], [0.2, 0.7, 0.3], [-1.4, -0.5, -0.8], [1.8, 0.3, 0.9], [-0.6, 1.0, 0.1], [-0.1, -0.1, -0.7], [-0.2, -1.6, -0.1], [0.0, -0.2, 1.0], [-0.1, -0.4, 0.3], [0.1, -0.1, -0.5], [-0.8, 0.3, 1.2], [1.5, 0.7, 1.0], [0.0, -0.1, -1.9], [0.3, -0.3, 0.3], [0.1, 0.0, 0.2], [-0.1, 0.0, -0.2], [0.4, -0.2, 0.4], [-0.4, -0.1, -0.3], [0.6, 0.5, 0.2], [-0.3, 0.0, 0.0], [0.4, -0.9, -0.2], [-0.5, 0.2, 0.1], [-0.1, 0.7, 0.1], [-0.2, 0.1, -0.1], [0.4, 0.2, 0.3], [-0.2, -0.8, -0.3], [0.1, 0.6, -0.7], [-0.4, -0.1, 0.3], [0.2, 0.1, 0.3], [1.5, -2.3, -1.7], [-1.5, 2.2, 1.7]], "mulliken_charge": [-1.338, -0.671, -0.014, 0.458, -0.242, -1.366, 1.718, -2.135, 0.495, -0.538, -1.285, -0.855, -0.501, 2.591, 0.417, 0.231, 0.198, 0.673, 0.684, 0.528, 0.549, -0.071, -1.364, 1.261, -1.190, -1.101, 1.493, -0.736, -0.245, -1.364, -0.789, 1.379, -0.910, -1.277, -0.004, -0.213, 1.471, -1.425, 1.067, -0.619, -1.033, 0.578, -1.257, -0.839, -0.171, 0.794, -0.934, -1.189, 0.512, 0.185, 0.420, -0.046, 0.792, 0.317, 0.579, 0.464, 0.383, 0.474, 0.492, 0.418, 0.100, 0.407, 0.169, 0.294, 0.370, 0.326, 0.374, 0.360, 0.365, -0.021, 0.461, 0.342, 0.310, 0.312, 0.277, 0.326, 0.454, 0.337, -0.365, 1.640, 0.878, -0.749, -0.661, -0.777, -0.555, -0.745, 0.724, -0.408, -1.014, -0.452, -0.770, -0.404, 1.114, -0.534, -0.636, -0.752, -0.679, -0.721, 0.681, 0.459, 0.426, 0.431, 0.331, 0.222, 0.447, 0.441, 0.391, 0.523, 0.413, 0.476, 0.425, 0.487, 0.394, 0.033, 0.505, -0.678]}

{"formula": "C52H45N5O2PS2SbSr", "method": "ωB97M-V/def2-TZVPD", "homo_lumo_gap_ev": 5.10, "homo_energy_ev": -1.256, "charge": -2, "relative_energy_kcal_mol": 37.1, "elements": ["Sr", "O", "C", "C", "C", "C", "C", "C", "C", "O", "N", "N", "C", "C", "C", "C", "C", "C", "N", "H", "H", "H", "H", "H", "H", "H", "H", "H", "H", "N", "C", "H", "C", "C", "C", "C", "C", "C", "C", "C", "N", "H", "H", "H", "H", "H", "H", "H", "H", "H", "C", "C", "C", "C", "C", "C", "Sb", "C", "C", "C", "C", "C", "C", "C", "C", "C", "C", "C", "C", "H", "H", "H", "H", "H", "H", "H", "H", "H", "H", "H", "H", "H", "H", "H", "S", "P", "S", "C", "C", "C", "C", "C", "C", "C", "C", "C", "C", "C", "C", "H", "H", "H", "H", "H", "H", "H", "H", "H", "H"], "coordinates": [[-0.206, 0.208, -0.579], [-2.730, 0.972, 3.399], [-3.352, -0.178, 3.622], [-4.310, -0.291, 4.561], [-5.042, -1.415, 4.750], [-4.902, -2.508, 3.912], [-3.856, -2.487, 2.953], [-3.084, -1.368, 2.779], [-2.081, -1.288, 1.624], [-1.753, -0.118, 1.283], [-1.792, -2.444, 1.095], [-0.933, -2.296, 0.028], [-0.484, -3.328, -0.541], [0.337, -3.214, -1.783], [0.765, -4.366, -2.366], [1.557, -4.275, -3.542], [1.925, -3.048, -4.018], [1.436, -1.902, -3.319], [0.694, -1.954, -2.222], [-2.247, 0.890, 2.534], [-4.486, 0.611, 5.169], [-5.866, -1.317, 5.392], [-5.509, -3.426, 3.896], [-3.672, -3.284, 2.260], [-0.843, -4.267, -0.183], [0.487, -5.349, -1.922], [1.727, -5.284, -3.971], [2.576, -2.996, -4.913], [1.857, -1.006, -3.648], [-1.507, 3.104, -2.704], [-0.638, 2.717, -2.003], [-2.426, 3.096, -3.133], [3.274, -2.187, 0.485], [3.640, -1.376, -0.788], [4.325, -2.006, -1.789], [4.851, -1.345, -2.892], [4.272, -0.120, -3.058], [3.383, 0.546, -2.172], [2.637, 1.739, -2.716], [3.053, -0.104, -0.988], [2.162, 0.473, -0.065], [2.343, -1.877, 1.017], [4.114, -2.206, 1.263], [3.080, -3.261, 0.184], [4.637, -3.000, -1.657], [5.621, -1.793, -3.568], [4.519, 0.218, -4.106], [3.312, 2.544, -2.994], [1.982, 2.098, -1.894], [2.083, 1.463, -3.612], [3.185, 5.393, 5.197], [1.901, 4.866, 4.966], [1.723, 4.040, 3.833], [2.787, 3.789, 2.885], [4.045, 4.330, 3.142], [4.247, 5.097, 4.312], [2.282, 2.236, 1.177], [2.678, 0.938, 2.822], [1.732, -0.054, 3.104], [2.037, -1.068, 4.054], [3.234, -1.066, 4.690], [4.202, -0.127, 4.416], [3.964, 0.783, 3.430], [4.389, 2.452, 0.464], [5.203, 1.364, 0.552], [6.455, 1.318, -0.041], [6.969, 2.477, -0.633], [6.196, 3.555, -0.780], [4.877, 3.535, -0.282], [3.210, 6.002, 6.055], [1.065, 5.082, 5.615], [0.756, 3.494, 3.615], [4.716, 4.214, 2.307], [5.164, 5.577, 4.530], [0.753, 0.075, 2.618], [1.275, -1.825, 4.185], [3.453, -1.826, 5.401], [5.133, -0.299, 4.978], [4.781, 1.380, 3.138], [4.752, 0.447, 0.880], [7.029, 0.359, -0.073], [8.016, 2.469, -0.978], [6.588, 4.384, -1.342], [4.125, 4.271, -0.487], [-4.334, 2.359, -3.643], [-4.291, 0.502, -2.961], [-2.475, -0.374, -2.738], [-5.170, -0.651, -4.093], [-5.838, -0.300, -5.215], [-6.473, -1.218, -5.993], [-6.512, -2.533, -5.674], [-5.818, -2.979, -4.536], [-5.157, -2.050, -3.720], [-5.384, 0.385, -1.445], [-6.775, 0.445, -1.671], [-7.727, 0.311, -0.659], [-7.303, -0.050, 0.626], [-5.928, -0.113, 0.892], [-4.983, 0.066, -0.143], [-5.940, 0.686, -5.502], [-6.949, -0.940, -6.923], [-6.944, -3.267, -6.220], [-5.760, -3.965, -4.290], [-4.695, -2.314, -2.767], [-7.205, 0.709, -2.673], [-8.758, 0.262, -0.943], [-8.005, -0.267, 1.467], [-5.526, -0.304, 1.875], [-3.901, -0.060, 0.140]], "forces_ev_per_angstrom": [[0.6, 0.1, -0.4], [0.3, 0.7, 0.0], [1.5, -2.4, -3.1], [0.0, 2.2, 1.7], [-0.8, -1.3, -1.2], [1.0, -1.0, -0.8], [-0.9, 0.5, 0.7], [0.4, 1.9, 0.5], [-1.9, -0.5, 1.6], [0.7, 0.8, -0.4], [0.8, -0.5, -0.5], [0.1, 1.3, 0.2], [-0.2, 0.7, -0.8], [-0.1, 1.2, 1.3], [0.4, -0.7, -0.9], [-1.1, -1.8, 1.0], [-0.2, 0.0, -0.3], [0.6, -2.3, 0.2], [-0.3, -1.1, -0.4], [-0.1, -0.2, 0.3], [-0.1, -0.5, -0.2], [-1.0, -0.3, 1.1], [0.0, 0.7, 0.5], [-0.1, -0.4, 0.0], [0.1, -1.1, 0.1], [0.2, 0.9, -0.5], [0.6, 1.1, -0.2], [-0.6, 0.4, 0.7], [0.0, 1.7, -0.2], [2.8, -0.7, 2.0], [-2.0, 0.8, -1.6], [-0.7, -0.1, -0.4], [0.2, -0.9, 0.2], [-1.4, -1.2, 1.3], [1.7, 0.0, 0.4], [-0.3, -0.7, 0.4], [0.4, 1.6, -2.2], [1.1, -0.9, -2.7], [0.2, 0.1, 1.2], [-1.5, 1.6, 2.5], [0.7, -1.2, -1.4], [0.8, 0.3, -0.6], [-1.0, 0.2, -1.0], [0.4, 0.9, 0.3], [0.3, -1.5, 0.5], [-1.1, 0.4, 0.5], [-0.5, 0.9, 1.2], [0.1, 0.2, 0.0], [0.2, -0.1, -0.8], [-0.4, 0.0, 0.0], [-0.8, -1.4, -1.5], [0.6, -1.0, -1.7], [0.6, -0.5, -0.7], [-1.2, 0.2, 1.1], [-1.3, 0.8, 0.8], [-1.4, 0.2, 0.0], [0.4, 0.5, -0.2], [1.1, -1.7, 0.2], [0.5, 0.7, 0.8], [-1.9, 0.9, -1.7], [-0.1, -0.5, 0.6], [0.4, -1.0, 0.5], [-1.2, 0.7, -0.3], [-0.8, 1.5, -0.5], [0.7, -1.6, -0.6], [0.6, -0.5, 0.2], [2.1, -2.5, 0.4], [-2.1, 1.7, -0.1], [-0.2, -0.6, 0.4], [0.9, 0.8, 0.9], [0.0, 0.1, 0.2], [0.8, 0.9, 0.5], [1.0, 0.1, 0.4], [1.1, 0.3, 0.0], [0.4, -0.7, 0.3], [0.1, -0.2, 0.4], [0.1, -0.6, 0.6], [-0.1, 0.7, -0.6], [0.6, 1.1, -0.3], [0.1, -0.4, 0.5], [-0.5, 1.0, 0.2], [-0.6, 0.0, -0.1], [-0.1, 0.5, -0.1], [0.2, 0.9, -0.2], [-0.6, 0.3, -0.3], [0.6, -0.6, 0.5], [-0.7, 0.3, 0.3], [0.5, -2.1, 1.8], [0.0, 0.0, 0.2], [-1.1, -0.6, -1.6], [2.2, 0.2, 2.6], [0.4, 3.6, 0.2], [-0.6, 1.2, -0.7], [-0.6, -0.7, -0.1], [-0.6, 1.1, -0.7], [1.1, -1.2, 0.2], [0.2, 0.2, 0.8], [0.0, 0.2, -1.0], [0.8, 0.1, 0.5], [0.2, 2.2, -0.4], [-0.1, 0.4, 0.0], [-1.6, -1.8, -2.0], [-0.1, -2.7, 0.6], [0.1, -0.2, -0.4], [0.8, -0.4, 0.8], [-0.5, 0.3, 0.1], [0.5, 0.3, -0.9], [-0.2, -0.2, 0.2], [-1.1, 0.2, -0.6]], "mulliken_charge": [1.527, -0.824, 0.355, -0.339, -0.441, -0.699, -0.367, -0.128, 0.740, -0.259, -1.538, 1.532, -1.659, 0.915, -0.724, -0.292, -1.015, -0.665, 0.727, 0.209, 0.331, 0.388, 0.312, 0.490, 0.300, 0.372, 0.327, 0.383, 0.721, 0.044, -0.197, 0.078, -1.517, 0.763, -0.435, -1.235, -0.211, 0.936, -1.525, 1.310, -1.311, -0.142, 0.225, 0.465, 0.551, 0.240, 0.050, 0.363, 0.038, 0.336, -0.420, -0.668, -0.313, 0.014, 0.150, -0.772, 0.542, 0.327, -0.362, -0.605, -0.298, -1.039, 0.026, 0.738, -0.552, -0.655, -0.634, -0.652, -0.693, 0.378, 0.384, 0.152, 0.228, 0.391, 0.158, 0.413, 0.365, 0.296, 0.581, 0.523, 0.278, 0.297, 0.390, 0.442, -0.721, 0.750, -0.267, -0.253, -0.028, -0.529, -0.534, -0.832, -0.475, -0.200, -0.196, -0.762, -0.405, -0.190, 0.544, 0.475, 0.340, 0.491, 0.492, 0.371, 0.170, 0.350, 0.319, 0.200, -0.022]}

- Which value of charge does entry 1 give?
  +2

- The highest charge belongs to which entry?
  C47H53CeN10S3SbSe

- The lowest charge belongs to which entry?
  C52H45N5O2PS2SbSr

- Which of these has the lowest charge?
  C52H45N5O2PS2SbSr